(1)
ORCA calculation (wB97M-V/def2-TZVPD) on a single CBr2NP molecule.

Calculated values
calculated total energy = -5582.2643 a.u.
ΔE to the lowest compared entry with this formula, charge and spin = 0.000 eV
HOMO-LUMO gap = 9.62 eV
SMILES = N#CP(Br)Br
largest force on an atom = 2.4 eV Å⁻¹

Geometry as ORCA input:
```
! wB97M-V def2-TZVPD RIJCOSX def2/J DEFGRID3
* xyz 0 1
C -0.282 0.658 0.761
N -0.675 0.872 1.801
P 0.615 0.368 -0.764
Br 1.547 -1.580 0.021
Br -1.205 -0.318 -1.819
*
```

(2)
ORCA calculation (wB97M-V/def2-TZVPD) on a molecular structure, C18H37IrOPS4.

Calculated values
calculated total energy = -2820.7136 a.u.
ΔE to the lowest compared entry with this formula, charge and spin = 2.553 eV
HOMO-LUMO gap = 8.40 eV
largest force on an atom = 0.9 eV Å⁻¹

Geometry as ORCA input:
```
! wB97M-V def2-TZVPD RIJCOSX def2/J DEFGRID3
* xyz 3 1
Ir 0.880 0.629 0.196
C 1.090 3.779 -1.070
C 1.851 3.867 0.244
S 2.532 2.263 0.796
C 2.379 2.330 2.617
C 2.115 0.957 3.214
S 0.946 -0.186 2.375
C -0.775 -0.069 3.120
C -1.913 0.955 2.830
S -2.137 1.119 1.009
C -2.631 2.779 0.466
C -1.856 3.135 -0.855
S -0.169 2.491 -1.369
H 1.774 3.564 -1.895
H 0.636 4.748 -1.292
H 1.263 4.286 1.053
H 2.711 4.513 0.065
H 1.607 3.050 2.865
H 3.337 2.690 2.992
H 1.792 1.041 4.253
H 3.021 0.347 3.207
H -0.590 -0.048 4.196
H -1.141 -1.070 2.900
H -1.731 1.940 3.239
H -2.837 0.549 3.247
H -2.425 3.479 1.268
H -3.699 2.766 0.254
H -1.741 4.220 -0.891
H -2.459 2.847 -1.713
O -0.252 2.764 1.700
C -0.341 1.784 1.054
C 1.409 -2.854 -2.717
C 1.102 -1.497 -2.071
C 2.382 -0.869 -1.514
P -0.159 -1.387 -0.734
C -0.045 -2.816 0.446
C -0.789 -4.090 0.035
C 1.398 -3.151 0.851
C -1.842 -1.368 -1.528
C -2.157 -0.055 -2.239
C -2.060 -2.509 -2.538
H 2.062 -2.683 -3.574
H 0.525 -3.370 -3.080
H 1.938 -3.519 -2.039
H 0.686 -0.838 -2.840
H 2.847 -1.460 -0.729
H 2.270 0.191 -1.181
H 3.130 -0.749 -2.302
H -0.553 -2.435 1.337
H -0.375 -4.525 -0.872
H -1.858 -3.926 -0.097
H -0.662 -4.827 0.829
H 1.891 -3.761 0.099
H 1.367 -3.742 1.768
H 2.016 -2.276 1.051
H -2.554 -1.505 -0.710
H -1.499 0.114 -3.092
H -2.097 0.820 -1.589
H -3.176 -0.103 -2.625
H -1.466 -2.351 -3.437
H -3.108 -2.480 -2.839
H -1.859 -3.499 -2.144
*
```

(3)
ORCA calculation (wB97M-V/def2-TZVPD) on a molecular structure, C21H48O3P2Pt.

Calculated values
⟨S²⟩ = 6.01
calculated total energy = -1854.7524 a.u.
ΔE to the lowest compared entry with this formula, charge and spin = 1.352 eV
HOMO-LUMO gap (spin up / spin down) = 5.38 / 3.84 eV
largest force on an atom = 9.0 eV Å⁻¹

Geometry as ORCA input:
```
! wB97M-V def2-TZVPD RIJCOSX def2/J DEFGRID3
* xyz 4 5
Pt 0.110 -0.154 -0.294
C 2.044 -0.303 -0.505
O 3.193 -0.377 -0.586
C -1.700 0.096 0.297
O -2.754 0.304 0.736
P 0.096 2.144 -0.957
C -0.284 2.344 -2.757
H -0.366 3.438 -2.877
C -1.186 3.223 -0.138
H -2.100 2.613 -0.226
C 1.739 2.956 -0.742
H 2.419 2.263 -1.266
C 1.433 -3.044 1.180
P -0.118 -2.453 0.347
H -0.563 -4.470 -0.753
H 2.209 -2.894 0.412
C -1.473 -3.138 1.435
H -1.158 -4.186 1.584
C -0.917 3.433 1.354
H -1.870 3.679 1.848
H -0.235 4.278 1.524
H -0.505 2.546 1.855
C -1.473 4.569 -0.816
H -0.627 5.264 -0.741
H -2.324 5.029 -0.294
H -1.757 4.469 -1.870
C 1.872 4.328 -1.413
H 1.527 4.342 -2.453
H 2.939 4.589 -1.423
H 1.349 5.114 -0.855
C 2.175 3.017 0.724
H 3.274 3.029 0.763
H 1.838 2.159 1.325
H 1.818 3.933 1.214
C 0.855 1.856 -3.667
H 1.730 2.521 -3.658
H 0.478 1.837 -4.699
H 1.186 0.837 -3.424
C -1.641 1.746 -3.158
H -1.693 0.662 -3.000
H -1.806 1.923 -4.231
H -2.469 2.212 -2.608
C 1.406 -4.531 1.541
H 1.118 -5.172 0.701
H 0.739 -4.741 2.386
H 2.419 -4.827 1.847
C 1.803 -2.194 2.398
H 1.245 -2.492 3.298
C -1.423 -3.041 -2.110
H 1.638 -1.119 2.240
H 2.872 -2.339 2.615
C 1.050 -3.668 -1.923
H -1.653 -1.969 -2.061
H -1.123 -3.258 -3.144
H -2.356 -3.588 -1.917
C -0.282 -3.489 -1.174
H 0.853 -4.025 -2.941
H 1.688 -4.415 -1.435
H 1.630 -2.742 -2.018
C -2.865 -3.169 0.794
H -3.166 -2.186 0.413
H -3.589 -3.459 1.566
H -2.936 -3.908 -0.011
C -1.528 -2.463 2.811
H -1.536 -1.367 2.737
H -0.697 -2.763 3.459
H -2.459 -2.757 3.318
H 0.105 -0.948 -1.844
H -0.328 -0.177 -1.961
C 0.010 0.782 3.994
O 1.057 0.950 3.031
H -0.921 1.163 3.552
H 0.208 1.318 4.938
H -0.120 -0.290 4.201
H 1.874 1.151 3.517
*
```

(4)
ORCA calculation (wB97M-V/def2-TZVPD) on a molecular structure, C42H56B11Br6InN3O2S.

Calculated values
calculated total energy = -18254.6316 a.u.
HOMO-LUMO gap (spin up / spin down) = 3.96 / 3.96 eV
largest force on an atom = 1.7 eV Å⁻¹

Geometry as ORCA input:
```
! wB97M-V def2-TZVPD RIJCOSX def2/J DEFGRID3
* xyz 1 1
In -0.360 0.567 -0.009
C -0.103 -0.379 -2.865
C -1.440 -0.326 -2.228
C -1.774 -1.736 -1.834
C -0.755 -2.488 -2.317
C 0.258 -1.670 -3.012
C 1.379 -2.239 -3.844
C 2.406 -2.944 -2.941
C 0.783 -3.269 -4.819
C 2.087 -1.137 -4.632
C -3.010 -2.342 -1.166
C -3.577 -1.464 -0.048
C -2.616 -3.685 -0.529
C -4.106 -2.621 -2.211
C -2.336 0.733 -2.835
C -1.798 2.710 -4.108
C -3.619 1.137 -2.124
C -2.705 0.110 -4.208
H 0.374 0.490 -3.290
H -0.694 -3.568 -2.255
H 1.928 -3.666 -2.273
H 2.948 -2.220 -2.336
H 3.132 -3.476 -3.562
H 0.418 -4.155 -4.292
H 1.551 -3.588 -5.526
H -0.047 -2.838 -5.388
H 2.543 -0.403 -3.962
H 1.393 -0.622 -5.304
H 2.882 -1.575 -5.239
H -2.777 -1.179 0.628
H -4.327 -2.024 0.517
H -4.054 -0.562 -0.418
H -1.746 -3.564 0.125
H -2.387 -4.443 -1.280
H -3.449 -4.061 0.070
H -4.612 -1.709 -2.530
H -4.866 -3.284 -1.787
H -3.686 -3.109 -3.092
H -1.161 3.584 -4.022
H -2.839 3.044 -4.128
H -1.562 2.205 -5.045
H -3.415 1.467 -1.104
H -4.358 0.341 -2.127
H -4.048 1.981 -2.664
H -1.820 -0.022 -4.829
H -3.422 0.748 -4.722
H -3.162 -0.869 -4.057
C 2.332 7.394 -3.214
C 1.302 6.528 -2.535
C 1.561 5.181 -2.281
C 0.610 4.369 -1.683
C -0.617 4.909 -1.320
C -0.897 6.244 -1.563
C 0.062 7.045 -2.169
S -1.964 3.892 -0.650
O -1.518 1.886 -2.979
O -2.702 4.810 0.258
N -1.036 2.804 0.195
C -0.212 3.152 1.223
C -0.247 4.334 1.986
C 0.715 4.523 2.957
C 1.688 3.554 3.185
C 1.641 2.408 2.427
N 0.707 2.208 1.484
H 3.343 7.079 -2.956
H 2.208 8.441 -2.939
H 2.229 7.321 -4.300
H 2.524 4.762 -2.558
H 0.820 3.323 -1.508
H -1.858 6.651 -1.270
H -0.159 8.090 -2.361
H -1.026 5.054 1.800
H 0.706 5.435 3.543
H 2.459 3.679 3.933
H 2.379 1.633 2.553
Br 1.774 -1.758 0.168
B 3.186 -2.244 1.480
B 3.922 -3.857 1.572
C 4.411 -4.010 3.194
B 2.915 -3.275 2.899
B 3.984 -2.708 4.195
B 5.650 -2.946 3.671
B 5.615 -3.668 2.056
B 4.866 -2.503 0.937
Br 5.354 -2.400 -0.948
B 5.953 -1.934 2.244
Br 7.716 -1.214 1.847
B 4.915 -1.318 3.592
Br 5.477 0.134 4.762
B 3.200 -1.550 3.119
Br 1.705 -0.433 3.747
B 4.430 -1.034 1.894
Br 4.402 0.733 1.061
H 3.589 -4.796 0.936
H 4.406 -4.993 3.638
H 1.903 -3.820 3.177
H 3.690 -2.879 5.325
H 6.471 -3.275 4.451
H 6.419 -4.477 1.762
C -3.674 2.560 4.364
C -3.246 1.452 5.103
C -2.610 0.411 4.476
C -2.358 0.481 3.071
C -2.789 1.629 2.345
C -3.446 2.643 2.983
N -1.659 -0.482 2.449
C -1.808 -1.752 2.856
C -3.058 -2.206 3.382
C -3.241 -3.537 3.645
C -2.199 -4.444 3.424
C -0.961 -4.014 2.931
C -0.762 -2.692 2.635
H -4.186 3.371 4.869
H -3.404 1.417 6.173
H -2.216 -0.426 5.041
H -2.640 1.662 1.276
H -3.784 3.504 2.417
H -3.877 -1.505 3.479
H -4.201 -3.889 4.002
H -2.359 -5.498 3.620
H -0.162 -4.726 2.772
H 0.190 -2.327 2.273
*
```